(1)
2 unconnected molecules or ions with the total composition C3HBrNO3 in a non-equilibrium geometry. Source: the Open Molecules 2025 dataset; level of theory: ωB97M-V/def2-TZVPD.

Each line ends with the Löwdin charge.
Atoms and positions in Å:
Br: 0.964 0.159 2.007  0.017
C: 2.144 -0.712 -1.342  -0.516
O: 1.709 -1.742 -1.076  0.166
C: -1.683 0.777 0.893  -0.716
H: -1.293 -0.827 -0.643  0.190
O: 2.402 0.302 -1.732  0.227
O: -2.704 0.700 1.574  -0.032
N: -1.170 0.144 -0.112  -0.016
C: -0.367 1.200 0.429  -0.321

As for the lowest unoccupied orbital energy: 3.18 eV. For the strongest force on any atom, the calculation gives 0.1006 hartree/bohr. The value obtained for the orbital gap is 6.681 eV. The total charge is -1. Its relative energy (zero: lowest compared OMol25 entry of this formula, charge and spin) is 37.1 kcal per mole. The value obtained for the total energy is -80801.2484 eV.


(2)
2 unconnected molecules or ions with the total composition C3HCl2FO in a non-equilibrium geometry. Source: the Open Molecules 2025 dataset; level of theory: ωB97M-V/def2-TZVPD.

Each line ends with the Löwdin charge.
Atoms and positions in Å:
H: 1.027 0.528 0.052  0.045
C: -1.408 0.836 -0.572  -1.043
Cl: -1.377 1.438 -2.141  0.576
O: -0.286 -1.563 1.407  0.177
C: 0.606 -1.107 0.845  -0.194
C: 1.510 -0.372 0.207  -0.130
F: 2.875 -0.587 0.100  -0.016
Cl: -2.946 0.827 0.102  0.585

As for the lowest unoccupied orbital energy: -1.30 eV. For the strongest force on any atom, the calculation gives 0.0468 hartree/bohr. The value obtained for the orbital gap is 7.675 eV. Its relative energy (zero: lowest compared OMol25 entry of this formula, charge and spin) is 88.7 kcal per mole. The value obtained for the total energy is -32931.8701 eV.


(3)
2 unconnected molecules or ions with the total composition C3HCl2NO in a non-equilibrium geometry. Source: the Open Molecules 2025 dataset; level of theory: ωB97M-V/def2-TZVPD.

Each line ends with the Löwdin charge.
Atoms and positions in Å:
C: -0.083 2.293 -0.771  -0.753
H: 0.954 0.460 0.111  0.025
C: 3.044 0.120 0.314  -0.620
O: 2.943 1.216 2.413  0.051
N: 3.135 0.514 1.459  -0.173
C: 0.521 1.426 -0.202  0.017
Cl: 3.566 -1.194 -0.493  0.736
Cl: -0.803 3.496 -1.577  0.717

As for the SMILES: [O-][N+]#CCl.C#CCl. As for the lowest unoccupied orbital energy: -0.68 eV. For the strongest force on any atom, the calculation gives 0.0699 hartree/bohr. The value obtained for the orbital gap is 9.231 eV. Its relative energy (zero: lowest compared OMol25 entry of this formula, charge and spin) is 121.6 kcal per mole. The value obtained for the total energy is -31703.1347 eV.


(4)
2 unconnected molecules or ions with the total composition C3HClF3N2O in a non-equilibrium geometry. Source: the Open Molecules 2025 dataset; level of theory: ωB97M-V/def2-TZVPD.

Each line ends with the Löwdin charge.
Atoms and positions in Å:
Cl: -0.766 -1.182 -2.146  0.706
F: -1.939 1.148 1.189  0.328
N: 2.070 -1.189 1.583  0.430
O: -0.713 -2.690 -0.017  0.151
C: -1.563 0.088 1.751  -0.395
F: -2.436 -0.857 1.868  0.314
N: 1.220 -0.827 0.978  0.016
C: 0.293 -0.484 0.185  -0.131
F: -0.801 0.288 2.768  0.280
C: -0.453 -1.650 -0.420  -0.781
H: 0.277 0.372 -0.322  0.082

As for the lowest unoccupied orbital energy: -7.58 eV. For the strongest force on any atom, the calculation gives 0.1232 hartree/bohr. The value obtained for the orbital gap is 7.835 eV. The total charge is +1. Its relative energy (zero: lowest compared OMol25 entry of this formula, charge and spin) is 13.1 kcal per mole. The value obtained for the total energy is -28817.6422 eV.


(5)
C3HClFNO in the gas phase in a non-equilibrium geometry. Source: the Open Molecules 2025 dataset; level of theory: ωB97M-V/def2-TZVPD.

Each line ends with the Löwdin charge.
Atoms and positions in Å:
C: -0.648 0.164 -0.054  -0.609
F: 0.228 2.379 0.130  0.171
O: 1.489 0.443 -0.072  -0.019
N: 1.375 -1.020 -0.005  0.125
H: -0.426 -2.160 0.005  0.150
Cl: -2.381 0.209 -0.016  0.667
C: 0.293 1.110 -0.176  -0.350
C: 0.070 -1.125 0.187  -0.134

As for the SMILES: Fc1oncc1Cl. As for the lowest unoccupied orbital energy: 0.16 eV. For the strongest force on any atom, the calculation gives 0.0793 hartree/bohr. The value obtained for the orbital gap is 10.077 eV. Its relative energy (zero: lowest compared OMol25 entry of this formula, charge and spin) is 49.9 kcal per mole. The value obtained for the total energy is -21901.5306 eV.


(6)
2 unconnected molecules or ions with the total composition C3HClO2 in a non-equilibrium geometry. Source: the Open Molecules 2025 dataset; level of theory: ωB97M-V/def2-TZVPD.

Each line ends with the Löwdin charge.
Atoms and positions in Å:
Cl: -0.683 -0.472 -1.615  0.572
O: 1.283 -1.889 1.394  0.188
C: 2.118 -1.797 -2.239  -0.019
O: 2.837 -1.991 -1.382  0.025
C: 0.430 -1.587 0.667  -0.280
H: -1.487 -0.762 0.389  0.054
C: -0.583 -1.181 -0.015  -0.540

As for the lowest unoccupied orbital energy: -0.28 eV. For the strongest force on any atom, the calculation gives 0.0588 hartree/bohr. The value obtained for the orbital gap is 9.102 eV. Its relative energy (zero: lowest compared OMol25 entry of this formula, charge and spin) is 1.8 kcal per mole. The value obtained for the total energy is -19742.3491 eV.